C5H5BrClNO | the ωB97M-V functional and the def2-TZVPD basis

XYZ file:
```
14
Properties=species:S:1:pos:R:3
O -1.0639 -1.2101 -1.6148
C 0.0792 -0.5882 -1.4773
Cl 0.9222 -0.4543 -3.0737
N 0.4513 -0.2227 -0.3786
C 1.7170 0.3754 -0.1128
C 1.9626 1.4889 0.5580
Br 0.5452 2.5148 1.2882
H -1.4939 -1.1871 -0.8265
H 2.5488 -0.1925 -0.3267
H 2.9309 1.9040 0.5678
C -1.5918 -0.8003 1.5489
C -2.5765 -0.3275 1.0312
H -1.0829 -1.6693 1.8656
H -3.3481 0.3687 0.9508
```

Calculated values
ΔE to the lowest compared entry with this formula, charge and spin (eV): 3.4167
Charge: 0
M (g mol⁻¹): 210.5
Total energy (a.u.): -3357.58979
HOMO-LUMO gap (eV): 9.74

C5H5BrN2 | the ωB97M-V functional and the def2-TZVPD basis

XYZ file:
```
13
Properties=species:S:1:pos:R:3
C 1.9693 1.9018 -0.2025
C 2.8107 0.9205 -0.5693
C -0.1820 -0.3653 0.0539
C -2.3740 -1.5125 -0.3559
C -1.1250 -1.3244 0.1995
N 0.7052 1.8733 0.1502
N -0.0523 0.8123 0.4610
Br 3.4006 -0.7416 0.1148
H 2.3477 2.9398 -0.3128
H -2.9521 -2.4481 -0.2744
H -2.9914 -0.8682 -0.9465
H -0.9436 -2.3545 0.5395
H -0.6132 1.1668 1.1425
```

Calculated values
ΔE to the lowest compared entry with this formula, charge and spin (eV): 7.7938
Charge: 0
M (g mol⁻¹): 173.0
Total energy (a.u.): -2876.72031
HOMO-LUMO gap (alpha / beta) (eV): 5.47 / 6.16

C5H5BrN2 | the ωB97M-V functional and the def2-TZVPD basis

XYZ file:
```
13
Properties=species:S:1:pos:R:3
C -2.3118 -1.5713 1.1611
C -2.0916 -1.3316 -1.2455
C 0.0284 0.3899 -0.9277
C -0.5654 0.0786 0.3553
C -2.0441 -0.6986 0.0703
N -2.1727 -2.2519 2.0474
N -2.1784 -1.8650 -2.2604
Br -3.6428 0.6567 0.2648
H -0.5411 0.9364 -1.6307
H 0.2751 -0.4944 -1.4430
H 0.8721 1.0855 -0.6338
H -0.0277 -0.5256 0.9495
H -0.7832 1.1036 0.8263
```

Calculated values
ΔE to the lowest compared entry with this formula, charge and spin (eV): 0.0000
Charge: 0
M (g mol⁻¹): 173.0
Total energy (a.u.): -2876.82990
Multiplicity: 3
HOMO-LUMO gap (alpha / beta) (eV): 7.86 / 6.40
<S²>: 2.009

C5H5BrN2O | the ωB97M-V functional and the def2-TZVPD basis

XYZ file:
```
14
Properties=species:S:1:pos:R:3
O -0.1444 -1.6421 -0.9961
N 1.0142 -1.3716 -1.2093
C 1.5263 -0.3082 -0.2063
C 1.0180 -0.6527 1.1263
C -0.2444 -0.2445 1.2465
C -0.6359 0.5706 0.1011
C -1.7612 1.1108 -0.3606
Br -3.3233 1.2187 0.6525
N 0.6108 0.7600 -0.5980
H 2.5831 0.0246 -0.4253
H 1.7256 -1.1491 1.8179
H -1.0675 -0.4852 1.9337
H -1.7787 1.3666 -1.4657
H 0.4775 0.8023 -1.6168
```

Calculated values
ΔE to the lowest compared entry with this formula, charge and spin (eV): 3.4912
Charge: 0
M (g mol⁻¹): 189.0
Total energy (a.u.): -2952.13933
HOMO-LUMO gap (alpha / beta) (eV): 7.63 / 7.63

C5H5BrNO2 | the ωB97M-V functional and the def2-TZVPD basis

XYZ file:
```
14
Properties=species:S:1:pos:R:3
C 2.0611 0.3251 0.7391
C 1.4691 0.3157 -0.6237
C -0.0101 0.6235 -0.6030
Br -0.3900 2.5729 -0.3212
C -0.9385 -0.0831 0.0005
N -1.8684 -0.6659 0.4526
C -3.1795 -1.3088 -0.0931
O -4.0340 -0.4242 -0.1774
O -3.1256 -2.4871 -0.3050
H 2.2689 -0.7954 0.9445
H 3.0476 0.9612 0.9328
H 1.2896 0.5930 1.3297
H 1.5063 -0.7195 -1.0698
H 1.9036 1.0927 -1.2060
```

Calculated values
ΔE to the lowest compared entry with this formula, charge and spin (eV): 0.8076
Charge: -1
M (g mol⁻¹): 191.0
Total energy (a.u.): -2972.78457
HOMO-LUMO gap (eV): 7.55

C5H5Cl15 | the ωB97M-V functional and the def2-TZVPD basis

XYZ file:
```
25
Properties=species:S:1:pos:R:3
Cl -11.3361 -12.9287 -6.8523
C -10.3909 -12.1543 -5.6184
Cl -11.2217 -12.1230 -3.9834
Cl -9.9248 -10.4633 -5.9972
H -9.5069 -12.7153 -5.4279
Cl -3.6592 -11.2898 -5.0683
C -1.9496 -11.4688 -5.4265
Cl -1.3699 -10.0790 -6.2752
Cl -1.6982 -12.9898 -6.3041
H -1.3252 -11.6428 -4.5810
Cl -3.5498 -9.5914 -10.2919
C -3.6920 -11.2467 -10.8557
Cl -5.3717 -11.6208 -11.2149
Cl -3.0340 -12.4255 -9.6733
H -3.1062 -11.5099 -11.7320
Cl -4.5187 -16.6927 -2.6992
C -4.3223 -14.9275 -2.6687
Cl -2.6284 -14.4861 -2.6403
Cl -5.1371 -14.2054 -1.2590
H -4.7834 -14.5995 -3.5723
Cl -6.7340 -12.7737 -5.1740
C -6.1646 -12.9112 -6.8173
Cl -7.5308 -12.6071 -7.8570
Cl -5.5440 -14.5358 -7.0767
H -5.4114 -12.1234 -7.0050
```

Calculated values
ΔE to the lowest compared entry with this formula, charge and spin (eV): 0.3325
Charge: 0
M (g mol⁻¹): 596.9
Total energy (a.u.): -7096.36471
HOMO-LUMO gap (eV): 11.34

C5H5ClFN4O | the ωB97M-V functional and the def2-TZVPD basis

XYZ file:
```
17
Properties=species:S:1:pos:R:3
C -0.6634 0.4718 -1.7327
C 0.6503 -1.4266 -0.9425
C -0.8936 0.8391 -0.2137
C -0.6023 -0.2499 0.7917
C 0.5160 0.8779 1.8984
N 0.1616 1.9979 -0.0448
N 0.7390 1.9540 1.0198
N 0.3355 -0.5872 -1.9139
N 0.1811 -1.3329 0.3010
O -1.1030 1.0471 -2.6583
F -0.1285 1.1144 3.0355
Cl 1.6424 -2.7471 -1.2930
H -1.8488 1.2291 0.0523
H -1.3752 -0.6639 1.3492
H 1.4212 0.3889 2.3918
H 0.6525 -0.6742 -2.8250
H 0.3152 -2.2385 0.7843
```

Calculated values
Charge: +1
M (g mol⁻¹): 191.6
Total energy (a.u.): -1047.50736
HOMO-LUMO gap (eV): 9.11

C5H5ClN2O | the ωB97M-V functional and the def2-TZVPD basis

XYZ file:
```
14
Properties=species:S:1:pos:R:3
C -0.5118 -1.7862 -0.9245
C -1.3653 -0.8167 -0.4392
C 0.6531 -0.4762 0.2895
C 3.4233 0.6005 -1.3504
C -0.9727 1.1831 1.0047
N 0.7030 -1.5763 -0.3688
N -0.5866 0.0158 0.3150
O 3.1682 1.6929 -1.1883
Cl 1.9024 0.3120 1.0798
H -0.6793 -2.7210 -1.3528
H -2.4486 -0.6820 -0.5689
H -0.9516 1.0893 2.0551
H -0.3126 1.9101 0.7078
H -2.0215 1.2550 0.7411
```

Calculated values
ΔE to the lowest compared entry with this formula, charge and spin (eV): 0.0000
Charge: 0
M (g mol⁻¹): 144.6
Total energy (a.u.): -838.43778
HOMO-LUMO gap (eV): 9.48

C5H5ClN2O3 | the ωB97M-V functional and the def2-TZVPD basis

XYZ file:
```
16
Properties=species:S:1:pos:R:3
C -0.6713 1.5772 -2.4086
C -1.1959 1.1389 -1.2577
C -0.8478 -0.1466 0.8839
C -0.4929 0.2862 -0.3025
C -0.0217 -0.8129 1.8415
N 1.2080 -1.3337 1.5197
N 0.7647 -0.2165 -0.8318
O 1.7155 0.2916 -0.2301
O 0.8414 -0.9659 -1.7171
O 1.9364 -1.8783 2.6002
Cl -0.5804 -0.8563 3.4453
H -1.3091 2.1880 -2.9652
H 0.1616 1.3032 -3.0303
H -2.2384 1.6160 -1.0572
H -1.7243 0.3193 1.4553
H 2.4541 -2.5101 2.0546
```

Calculated values
Charge: 0
M (g mol⁻¹): 176.6
Total energy (a.u.): -988.62273
Multiplicity: 3
HOMO-LUMO gap (alpha / beta) (eV): 7.32 / 6.88
<S²>: 2.031

C5H5ClOS | the ωB97M-V functional and the def2-TZVPD basis

XYZ file:
```
13
Properties=species:S:1:pos:R:3
C -0.7236 0.0671 1.1423
C -0.9347 -0.6267 -0.1355
C 0.3403 0.2743 -0.0566
C 1.5407 -0.3834 -0.1071
C 2.5715 -1.0079 -0.3335
H -2.7587 0.7505 0.5256
H -0.3012 -0.4163 1.9977
H -0.9448 -1.7751 -0.2112
H 0.8921 1.8364 -2.0216
H 3.5136 -1.5387 -0.3773
O -1.5776 1.0654 1.4843
S 0.6447 1.8949 -0.6959
Cl -2.2624 -0.1406 -1.2113
```

Calculated values
ΔE to the lowest compared entry with this formula, charge and spin (eV): 5.8708
Charge: 0
M (g mol⁻¹): 148.6
Total energy (a.u.): -1126.90564
HOMO-LUMO gap (eV): 8.71

C5H5ClOS | the ωB97M-V functional and the def2-TZVPD basis

XYZ file:
```
13
Properties=species:S:1:pos:R:3
C 0.4426 0.1697 1.9009
C 0.4007 -1.0612 1.4041
O 0.8754 -1.4073 0.1524
C 0.6972 -0.6032 -0.9076
S 1.8683 -0.4458 -2.0190
C -0.6430 0.0374 -1.0520
C -0.8169 1.2503 -1.5798
Cl -2.0101 -0.9167 -0.5547
H 0.0478 0.3685 2.9057
H 0.8339 1.0187 1.3508
H 0.0665 -1.9212 1.9438
H 0.0510 1.8406 -1.8785
H -1.8136 1.6702 -1.6660
```

Calculated values
ΔE to the lowest compared entry with this formula, charge and spin (eV): 1.4270
Charge: 0
M (g mol⁻¹): 148.6
Total energy (a.u.): -1127.06895
HOMO-LUMO gap (eV): 8.41

C5H5CsO4 | the ωB97M-V functional and the def2-TZVPD basis

XYZ file:
```
15
Properties=species:S:1:pos:R:3
O -2.0367 -1.3066 -0.5893
C -2.9590 -0.3025 -0.5598
C -2.4549 0.9843 0.1000
O -1.2533 1.0236 0.4318
C 3.7206 0.8265 -0.7047
O 4.2321 0.7544 -1.8272
O 4.2439 1.8441 0.0795
Cs 1.2010 -1.8892 0.5414
H -3.8946 -0.5690 -0.0108
H -3.3198 0.0048 -1.5711
H 3.4950 2.3074 0.4979
C -3.2972 2.1785 0.2460
C -4.2507 2.6401 -0.6129
H -3.0369 2.7396 1.1607
H -4.4021 1.8927 -1.4217
```

Calculated values
ΔE to the lowest compared entry with this formula, charge and spin (eV): 0.1947
Charge: -2
M (g mol⁻¹): 262.0
Total energy (a.u.): -514.41953
HOMO-LUMO gap (eV): 2.46

> What is the charge in the ninth record?

0

> Which of these has the highest charge?

C5H5ClFN4O

> What is the total energy in the ninth record?

-988.62273 a.u.